(1)
Density functional theory data (ωB97M-V with the def2-TZVPD basis set) for a structure of composition C26H27BCo2NO6 at a distorted geometry.

Values from the calculation:
E_LUMO (eV): 2.15
Max |F| (Eh/bohr): 0.1349
Kohn-Sham gap (hartree): 0.12151
Charge: -1

Geometry as XYZ:
```
63
C26H27BCo2NO6 | OMol25 | ωB97M-V with the def2-TZVPD basis set
O 5.91552 0.11071 1.70189
C 4.80637 -0.15160 1.72750
Co 3.11549 -0.56849 1.71993
C 2.57515 1.00794 2.29209
O 2.22984 2.00131 2.73885
C 3.34593 -1.48597 0.22363
O 3.59203 -2.05594 -0.75297
C 1.68873 -1.33767 2.81651
C 0.53224 -1.61323 2.13012
C -0.63859 -0.87712 1.73943
C -1.96720 -1.62096 1.69238
C -3.15164 -1.01961 2.20745
C -4.34062 -1.74950 2.25323
C -4.36224 -3.10136 1.84155
C -3.21372 -3.66066 1.28657
C -1.99944 -2.92306 1.21116
Co 1.60214 -3.00903 2.17322
C 3.34843 -3.49995 2.13931
O 4.43105 -3.90899 2.12642
C 1.21978 -4.03239 0.75239
O 1.10934 -4.81335 -0.08910
C 1.03121 -3.93680 3.54569
O 0.72049 -4.56098 4.47907
H 1.70810 -1.11353 3.88331
H -0.74717 0.00969 2.44339
H -3.12185 0.03508 2.54352
H -5.23728 -1.28490 2.66781
H -5.29220 -3.67592 1.91523
H -3.22026 -4.69112 0.91059
H -1.08046 -3.39544 0.81765
C 1.08087 -0.25615 -2.76785
C -0.26502 0.02320 -2.17213
N -0.25184 1.33064 -1.37332
C 0.40208 2.42189 -2.15874
C -0.10477 2.69817 -3.41347
C 0.52107 3.66760 -4.20366
C 1.61123 4.39595 -3.68880
C 2.06523 4.13377 -2.38004
C 1.44068 3.14933 -1.59614
C -1.71115 1.71731 -1.17296
C -1.86157 3.09341 -0.56741
C -2.41048 0.72347 -0.30072
B 0.58773 1.19231 -0.10738
H -0.41002 -0.42061 0.79322
H 1.15996 -1.33056 -2.97500
H 1.19851 0.25221 -3.72771
H 1.93118 0.00472 -2.12775
H -1.03919 0.15273 -2.93515
H -0.57582 -0.78294 -1.49338
H -0.99147 2.17878 -3.80413
H 0.15674 3.88317 -5.21098
H 2.12696 5.13262 -4.30079
H 2.88702 4.71423 -1.94714
H 1.77107 2.95874 -0.56160
H -2.13217 1.69623 -2.18399
H -2.93384 3.23624 -0.37505
H -1.35136 3.20411 0.39317
H -1.56117 3.90018 -1.23791
H -3.47288 0.97023 -0.23604
H -2.33604 -0.30436 -0.65189
H -2.02339 0.77938 0.71214
H 1.58725 0.52546 -0.18604
H 0.30538 1.88136 0.82079
```

Now the natural (NBO) charges, all in e:
1. O -0.560
2. C 0.498
3. Co -0.105
4. C 0.504
5. O -0.582
6. C 0.404
7. O -0.598
8. C -0.570
9. C 0.051
10. C -0.556
11. C -0.009
12. C -0.223
13. C -0.222
14. C -0.249
15. C -0.218
16. C -0.167
17. Co -0.130
18. C 0.517
19. O -0.564
20. C 0.496
21. O -0.573
22. C 0.501
23. O -0.576
24. H 0.210
25. H 0.206
26. H 0.207
27. H 0.202
28. H 0.204
29. H 0.208
30. H 0.225
31. C -0.649
32. C -0.194
33. N -0.543
34. C 0.276
35. C -0.277
36. C -0.211
37. C -0.220
38. C -0.184
39. C -0.265
40. C -0.022
41. C -0.636
42. C -0.633
43. B 0.117
44. H 0.231
45. H 0.238
46. H 0.203
47. H 0.260
48. H 0.190
49. H 0.241
50. H 0.218
51. H 0.213
52. H 0.214
53. H 0.220
54. H 0.282
55. H 0.191
56. H 0.218
57. H 0.241
58. H 0.217
59. H 0.221
60. H 0.228
61. H 0.242
62. H -0.057
63. H -0.098

***

(2)
Density functional theory data (ωB97M-V with the def2-TZVPD basis set) for a structure of composition C29H20NO6PV at a distorted geometry.

Values from the calculation:
E_LUMO (alpha / beta) (eV): -6.35 / -6.35
Max |F| (Eh/bohr): 0.0608
Kohn-Sham gap (alpha / beta) (hartree): 0.15333 / 0.15341
Charge: +1
Relative energy (zero: lowest compared OMol25 entry of this formula, charge and spin) (eV): 0.062

Geometry as XYZ:
```
58
C29H20NO6PV | OMol25 | ωB97M-V with the def2-TZVPD basis set
V 1.40242 0.15427 0.91347
O -5.17287 -2.18178 0.37911
C -4.11000 -2.77030 0.58160
O -3.78092 -4.01302 0.54061
C -2.86320 -1.96797 0.72743
C -2.69857 -0.86826 -0.09794
C -1.40372 -0.23148 -0.16811
N -0.41701 -0.69601 0.62262
C -0.68797 -1.68155 1.56625
C -1.86895 -2.39875 1.59461
C 0.50520 -2.05411 2.39404
O 0.62604 -2.92029 3.16668
O 1.55962 -1.16021 2.00514
H -3.52815 -0.59424 -0.71320
H -1.19178 0.57536 -0.84078
H -2.04543 -3.20276 2.29970
O 4.34550 2.09197 -0.95380
C 3.71160 1.12794 -0.73092
O 2.99444 0.90376 0.47919
C 3.56360 -0.08729 -1.64303
P 1.82370 -0.57226 -1.38096
C 0.79527 0.34188 -2.47882
C 1.18308 1.65283 -2.74050
C 0.26443 2.56519 -3.22540
C -0.99384 2.14287 -3.62196
C -1.31995 0.80061 -3.41467
C -0.42391 -0.12770 -2.88909
C 1.76229 -2.30756 -1.56671
C 1.46511 -2.84133 -2.81634
C 1.54787 -4.19221 -3.04899
C 1.91975 -5.06414 -2.02447
C 2.29069 -4.55223 -0.74670
C 2.14426 -3.20141 -0.54855
H 4.10207 -0.97101 -1.32945
H 3.76442 0.07826 -2.70177
H 2.21533 1.95423 -2.48718
H 0.58246 3.60272 -3.28036
H -1.69358 2.86373 -4.04826
H -2.27614 0.39327 -3.77601
H -0.83887 -1.13473 -2.68796
H 1.18784 -2.22141 -3.66082
H 1.25329 -4.64363 -4.01121
H 2.02942 -6.13058 -2.26575
H 2.51760 -5.16171 0.08295
H 2.34592 -2.84806 0.44925
C 0.51134 1.76146 1.27089
C -0.12960 2.52778 1.99406
C -0.77718 3.39403 2.91340
C -2.08343 3.05800 3.40335
C -2.71867 3.84945 4.31143
C -2.07307 4.93714 4.86943
C -0.79591 5.26012 4.44948
C -0.16009 4.52881 3.47303
H -2.60028 2.16383 3.00538
H -3.73945 3.61324 4.71966
H -2.57244 5.55598 5.63762
H -0.28206 6.08137 4.91792
H 0.83245 4.81791 3.13141
```

Now the natural (NBO) charges, all in e:
1. V 1.202
2. O -0.667
3. C 0.695
4. O -0.684
5. C 0.024
6. C -0.220
7. C 0.086
8. N -0.488
9. C 0.023
10. C -0.113
11. C 0.773
12. O -0.419
13. O -0.584
14. H 0.270
15. H 0.230
16. H 0.288
17. O -0.452
18. C 0.802
19. O -0.598
20. C -0.841
21. P 1.293
22. C -0.456
23. C -0.170
24. C -0.195
25. C -0.163
26. C -0.151
27. C -0.208
28. C -0.485
29. C -0.157
30. C -0.207
31. C -0.128
32. C -0.179
33. C -0.173
34. H 0.298
35. H 0.290
36. H 0.228
37. H 0.242
38. H 0.246
39. H 0.234
40. H 0.254
41. H 0.229
42. H 0.245
43. H 0.241
44. H 0.239
45. H 0.218
46. C -0.406
47. C 0.349
48. C -0.253
49. C -0.125
50. C -0.213
51. C -0.121
52. C -0.223
53. C -0.105
54. H 0.234
55. H 0.244
56. H 0.239
57. H 0.237
58. H 0.233

***

(3)
Density functional theory data (ωB97M-V with the def2-TZVPD basis set) for a cluster of 13 separate species, C7H35NO12 in total at a distorted geometry.

Values from the calculation:
E_LUMO (eV): 0.03
Max |F| (Eh/bohr): 0.0607
Kohn-Sham gap (hartree): 0.31400
Relative energy (zero: lowest compared OMol25 entry of this formula, charge and spin) (eV): 0.000

Geometry as XYZ:
```
55
C7H35NO12 | OMol25 | ωB97M-V with the def2-TZVPD basis set
C 0.43270 -1.60941 3.67335
C 0.68938 -0.84772 2.35945
C 0.38400 0.62285 2.34430
C 0.21845 1.49466 3.38619
N -0.16565 2.73089 2.91320
C -0.06559 2.69231 1.55389
C 0.24970 1.42816 1.13051
C -0.30043 3.89000 0.67345
H 1.25007 -2.24165 3.94631
H 0.09312 -0.94155 4.47448
H -0.47948 -2.21922 3.52981
H 0.32668 -1.18089 1.39495
H 1.78099 -0.98932 2.36411
H 0.23627 1.30953 4.45358
H -0.12985 3.64257 3.34016
H 0.16451 1.13885 0.10274
H -0.11164 3.72951 -0.37611
H -1.33275 4.22070 0.81661
H 0.27423 4.72325 1.11897
H -2.75566 -2.61679 2.55220
H -2.67842 -1.11540 2.83199
O -3.17554 -1.91072 3.05145
H -1.62005 -2.87184 -0.53561
H -2.89926 -3.16258 0.19214
O -2.09407 -2.63774 0.28661
H 0.08850 -0.70432 -0.72482
H 0.64037 -1.86561 -1.20550
O 1.00893 -1.02315 -0.84011
H 1.35321 0.26780 -3.10451
H -0.06120 0.88239 -3.30921
O 0.50042 0.11025 -3.53686
H -1.63310 -0.58063 -3.63650
H -0.66456 -0.99158 -4.58650
O -1.40420 -1.39707 -4.10066
H 2.26754 -0.22672 -1.63690
H 3.55370 -0.60292 -2.50174
O 3.12181 0.08825 -1.99511
H -1.23584 1.35488 -1.46878
H -0.25773 2.53630 -2.14981
O -1.00101 1.93613 -2.20334
H 3.67050 1.93745 -2.19010
H 4.05064 2.63693 -0.90943
O 4.05742 2.75794 -1.86684
H -0.43674 -3.59808 -2.43067
H -0.66162 -2.11815 -2.75442
O -0.76330 -2.78729 -2.01569
H -1.67340 0.29295 0.43597
H -1.77245 -1.10625 -0.23474
O -1.59206 -0.14720 -0.41618
H -3.86013 -3.39271 -2.15218
H -2.36763 -3.56081 -2.44489
O -3.16016 -4.05499 -2.15622
H 2.62199 1.72453 1.31821
H 3.78309 2.33940 2.05483
O 3.53528 2.01387 1.18401
```

Now the natural (NBO) charges, all in e:
1. C -0.611
2. C -0.437
3. C -0.076
4. C -0.103
5. N -0.524
6. C 0.175
7. C -0.389
8. C -0.639
9. H 0.213
10. H 0.209
11. H 0.211
12. H 0.225
13. H 0.222
14. H 0.215
15. H 0.412
16. H 0.221
17. H 0.224
18. H 0.220
19. H 0.218
20. H 0.476
21. H 0.467
22. O -0.940
23. H 0.505
24. H 0.500
25. O -0.985
26. H 0.490
27. H 0.491
28. O -0.991
29. H 0.495
30. H 0.495
31. O -1.025
32. H 0.481
33. H 0.509
34. O -0.945
35. H 0.504
36. H 0.479
37. O -0.997
38. H 0.518
39. H 0.493
40. O -0.992
41. H 0.485
42. H 0.484
43. O -0.981
44. H 0.498
45. H 0.534
46. O -1.017
47. H 0.499
48. H 0.514
49. O -1.012
50. H 0.469
51. H 0.480
52. O -0.965
53. H 0.485
54. H 0.468
55. O -0.954